Computed, not measured: a molecular structure, C25H61N4O13V, with ωB97M-V with the def2-TZVPD basis set.

The geometry in XYZ format:
```
104
Properties=species:S:1:pos:R:3:mulliken_spin:R:1
V -0.096 2.429 -0.748 0.002
O 4.380 -1.355 -1.022 0.000
O 7.381 -0.688 4.225 0.000
O 1.254 1.606 -1.029 0.000
O -2.196 3.573 -0.688 -0.009
O 1.075 4.464 -1.495 0.000
O -0.842 0.284 -2.145 -0.001
O 1.171 6.347 -0.232 0.000
O 2.133 -6.429 -1.294 0.000
O -6.479 -0.379 1.877 0.040
O 0.707 4.241 0.557 0.000
O -1.125 -1.889 1.935 0.000
O -0.832 1.592 0.344 0.001
O -5.273 2.994 -2.100 0.001
N -4.518 1.505 0.318 0.752
N 1.358 -2.874 0.029 0.000
N -0.782 2.777 -2.903 0.000
N 6.171 0.043 1.636 0.000
C 1.132 -2.964 1.539 0.000
C 6.277 -0.992 0.615 0.000
C -2.665 4.269 0.429 0.002
C 3.978 -0.044 -1.320 0.000
C 2.063 -3.918 -0.693 0.000
C 7.514 0.475 2.106 0.000
C -5.835 1.586 -0.310 0.015
C -5.115 0.016 2.249 0.075
C 1.382 -5.296 -0.792 0.000
C -2.527 4.161 -1.873 -0.001
C -1.659 -2.602 3.038 0.000
C 1.340 -7.538 -1.361 0.000
C 8.200 -0.509 3.054 0.000
C -6.101 2.943 -0.968 0.004
C 7.793 -0.054 5.423 0.000
C 0.352 -1.687 1.969 0.000
C 0.936 5.043 -0.415 0.000
C -1.616 -0.780 -1.683 0.009
C -0.442 1.790 -3.937 0.000
C -5.732 2.313 -3.210 0.000
C 4.932 -1.690 0.259 0.000
C -6.672 -1.719 1.338 -0.001
C -1.100 0.480 -3.512 0.000
C -2.196 3.175 -2.938 -0.002
C -4.226 0.281 0.948 0.034
H -7.157 3.196 -1.066 0.003
H -5.978 0.799 -1.050 0.028
H 5.515 -0.139 2.382 0.000
H 2.101 -3.466 -1.684 0.000
H 0.908 -5.508 0.166 0.000
H 0.680 -1.384 2.963 0.000
H 8.993 0.121 3.456 0.000
H 0.609 -5.181 -1.552 0.000
H 3.127 0.149 -1.974 0.000
H -0.656 -0.335 -4.085 0.000
H -2.192 5.213 0.703 0.001
H 8.566 -1.424 2.589 0.000
H 0.619 1.676 -4.161 0.000
H 3.115 -3.965 -0.412 0.000
H -5.122 0.899 2.889 -0.009
H -1.289 -3.626 3.090 0.000
H 7.341 1.446 2.571 0.000
H -6.500 1.551 -3.079 0.000
H -2.745 -2.508 3.043 0.000
H -2.709 2.216 -3.008 0.002
H 6.523 -0.432 -0.288 0.000
H -2.634 -0.832 -2.069 0.000
H -1.846 4.990 -2.067 0.000
H -3.159 0.126 1.106 -0.009
H -2.432 3.781 -3.813 0.000
H -3.746 1.858 -0.230 -0.027
H -6.114 -2.525 1.813 -0.001
H -6.484 1.571 0.566 0.012
H -7.703 -2.074 1.358 0.001
H 0.499 -7.512 -0.669 0.000
H -6.077 3.037 -3.947 0.001
H 1.710 -1.936 -0.097 0.000
H -1.728 -0.757 -0.599 -0.007
H -0.883 2.062 -4.896 0.000
H 1.861 -8.436 -1.029 0.000
H 4.123 -1.372 0.917 0.000
H -2.418 3.674 1.309 0.001
H -1.309 -2.075 3.926 0.000
H -0.273 3.621 -3.126 0.000
H 4.714 0.254 -2.067 0.000
H 1.137 6.170 0.711 0.000
H -2.161 0.416 -3.751 0.000
H 7.963 1.010 5.258 0.000
H -3.742 4.328 0.586 0.002
H 0.945 -7.770 -2.350 0.000
H 8.750 -0.443 5.771 0.000
H 3.857 0.635 -0.476 0.000
H 2.109 -2.881 2.016 0.000
H 0.594 -0.838 1.330 0.000
H -4.897 1.915 -3.787 0.000
H 8.259 0.735 1.354 0.000
H -4.391 -0.481 0.186 0.073
H 4.783 -2.721 0.579 0.000
H 7.018 -0.236 6.168 0.000
H -3.567 4.489 -1.887 0.000
H -5.667 3.791 -0.439 0.000
H 7.098 -1.688 0.787 0.000
H -1.014 -1.648 -1.952 0.000
H 0.617 -3.912 1.689 0.000
H -6.331 -1.778 0.304 0.008
H -4.705 -0.827 2.804 -0.002
```

Calculated values
frontier orbital gap (alpha / beta): 7.26 / 2.30 eV
charge: +1
multiplicity: 2

---

Computed, not measured: 8 unconnected molecules or ions with the total composition C25H61N8O8, with ωB97M-V with the def2-TZVPD basis set.

The geometry in XYZ format:
```
102
Properties=species:S:1:pos:R:3:mulliken_charge:R:1
O -1.598 2.211 2.598 -0.635
O -0.220 -6.793 -5.775 -0.608
O -2.836 0.831 -1.772 -0.672
O 2.628 1.014 2.271 -0.640
O 4.527 -3.497 2.028 -0.747
O 0.899 -1.875 -1.091 -0.123
O -3.016 -3.351 0.913 -0.580
O -0.019 2.826 -0.317 -0.459
N 1.062 -5.098 -6.436 -0.152
N -2.132 1.563 4.618 -0.028
N -2.058 2.351 -3.178 -0.202
N -1.607 0.281 0.538 2.109
N -3.736 -1.330 1.387 -0.343
N 0.913 4.722 0.254 -0.176
N 3.931 2.801 2.738 -0.075
N 3.328 -1.614 2.706 0.162
C 0.148 -1.225 1.469 -0.811
C -3.647 -2.410 0.538 0.848
C 4.100 -2.282 1.804 0.732
C 1.068 -2.542 -2.271 -1.495
C -3.398 3.097 -1.189 -1.074
C -0.393 -1.352 -0.915 -0.656
C -0.415 -6.185 -8.110 -1.297
C 1.586 -4.876 -5.058 -0.899
C -2.728 1.968 -2.114 0.570
C 3.369 1.955 1.896 0.947
C 0.532 4.591 1.644 -0.529
C 0.774 4.117 -2.066 -1.062
C 0.540 3.825 -0.651 0.586
C 2.732 -2.147 3.951 -1.339
C -3.724 3.085 3.369 -1.460
C -1.375 1.423 -4.163 -0.793
C 3.713 1.995 0.414 -2.239
C 0.105 -6.036 -6.645 0.732
C -0.286 -0.345 0.257 -0.229
C -4.246 -2.186 -0.853 -1.225
C 3.919 2.729 4.150 -1.195
C -3.387 -1.431 2.829 -0.628
C -0.944 0.894 5.005 -0.759
C -2.344 2.327 3.517 0.405
C 4.595 -1.638 0.559 -0.564
H -3.040 1.433 5.253 0.302
H -0.545 4.993 2.026 0.234
H -1.337 -6.583 -8.143 0.392
H -0.796 0.611 -3.700 0.012
H 4.900 1.784 0.327 0.272
H 0.305 0.394 0.050 1.636
H -0.317 -5.317 -8.597 0.402
H 4.374 3.652 2.191 0.317
H 0.312 -0.473 2.353 -0.499
H 0.702 -4.355 -4.665 0.242
H 3.840 -0.915 0.048 -0.054
H 1.227 5.167 2.363 0.306
H 2.474 -4.270 -4.982 0.367
H -0.509 -1.807 1.976 0.274
H -2.535 -0.593 2.893 0.082
H -3.226 -2.427 3.389 0.290
H -1.952 0.637 -0.402 -0.402
H 5.437 -0.990 0.966 0.219
H -4.687 2.793 3.346 0.524
H 4.964 -2.460 -0.091 0.299
H 2.525 -1.414 4.505 0.539
H -0.528 2.147 -4.749 0.288
H 4.994 2.883 4.367 0.357
H 0.381 -3.326 -2.169 0.563
H 2.160 -2.736 -2.141 0.300
H -4.077 3.580 -1.763 0.649
H 0.823 -2.005 -2.992 0.621
H -0.197 4.472 -2.616 0.107
H 1.523 4.929 -2.037 0.428
H -3.635 2.639 -0.164 0.061
H 0.751 3.419 1.888 -0.063
H -2.730 3.985 -0.911 0.217
H -0.567 -0.809 -1.769 -0.166
H -1.450 0.984 1.324 0.002
H 3.527 2.864 0.114 1.035
H -0.197 0.659 4.175 0.018
H -1.063 -0.001 5.702 0.336
H -3.891 3.827 4.136 0.443
H -2.074 3.290 -3.581 0.369
H -4.230 -0.414 0.976 0.318
H -1.232 -2.043 -0.699 0.655
H 1.441 -4.735 -7.173 0.110
H 3.530 -2.528 4.620 0.342
H 3.285 3.564 4.768 0.251
H -3.752 -2.941 -1.249 0.530
H -4.315 -0.858 3.388 0.271
H 0.227 -6.921 -8.465 0.323
H -5.483 -2.368 -0.855 0.287
H 1.117 -1.733 1.433 0.276
H 1.188 5.740 0.071 0.273
H 3.123 -0.548 2.434 0.217
H 1.907 -2.689 3.660 0.363
H 1.510 -5.617 -4.278 0.387
H 1.086 3.276 -2.716 0.200
H 3.505 2.131 4.693 0.573
H -3.766 3.599 2.314 0.217
H 3.204 1.409 -0.272 0.321
H -2.218 -0.472 0.794 -0.798
H -2.101 0.966 -4.594 0.502
H -3.887 -1.380 -1.295 0.270
H -0.366 1.513 5.675 0.397
```

Calculated values
frontier orbital gap: 8.23 eV
energy relative to the best compared isomer or geometry (same formula, charge and spin): 416.8 kJ/mol
charge: +1